Formula: C33H83BrFN5NbO3S
Source: OMol25
Level of theory: the ωB97M-V functional and the def2-TZVPD basis

The geometry in XYZ format:
```
128
C33H83BrFN5NbO3S, DFT the ωB97M-V functional and the def2-TZVPD basis
C -4.2800 -2.9285 0.2154
S -2.6818 -3.6573 -0.1470
O -2.4632 -3.3381 -1.5611
O -2.8157 -5.0703 0.2303
Nb -0.9209 -2.5870 1.5032
Br -2.4010 -1.1749 2.9880
C -0.1419 -1.0115 0.0266
C -1.1234 -0.4719 -0.9190
O -1.0955 -0.5420 -2.1087
F -2.1944 0.1717 -0.3215
H -4.9468 -3.3325 -0.5512
H -4.5785 -3.2287 1.2213
H -4.2142 -1.8400 0.1526
H -0.8708 -3.9513 2.6943
H 0.6871 -2.2985 2.2420
H 0.0842 -3.7324 0.6189
H 0.6765 -1.3964 -0.5838
H 0.2441 -0.2433 0.7093
C 3.1665 -3.7175 -2.2549
C 4.1061 -2.6883 -1.6446
N 3.8462 -2.4626 -0.2345
C 4.4712 -1.2739 0.3033
C 6.0027 -1.2091 0.3606
C 3.8716 -3.6442 0.6132
C 5.1546 -4.4840 0.6350
H 2.1282 -3.4616 -2.0396
H 3.3017 -3.7470 -3.3373
H 3.3544 -4.7218 -1.8730
H 3.9594 -1.7254 -2.1440
H 5.1489 -2.9854 -1.8549
H 4.0685 -1.1255 1.3097
H 4.1150 -0.4259 -0.2920
H 6.4131 -1.8696 1.1252
H 6.3092 -0.1889 0.6059
H 6.4541 -1.4752 -0.5974
H 3.0397 -4.2837 0.3122
H 3.6234 -3.3164 1.6256
H 5.5148 -4.6884 -0.3757
H 4.9495 -5.4444 1.1121
H 5.9626 -4.0051 1.1886
C 4.3013 1.3656 3.7501
C 5.6312 2.1005 3.7349
N 6.0125 2.5674 2.4125
C 7.4014 2.9785 2.3243
C 7.8558 4.1810 3.1605
C 5.0380 3.4134 1.7388
C 4.5853 4.6901 2.4561
H 4.2959 0.5704 3.0034
H 4.1342 0.9191 4.7312
H 3.4590 2.0282 3.5477
H 6.4233 1.4171 4.0597
H 5.5994 2.9085 4.4856
H 7.6217 3.1678 1.2697
H 8.0067 2.1119 2.6122
H 7.4663 5.1224 2.7739
H 8.9460 4.2436 3.1497
H 7.5415 4.0865 4.2016
H 4.1546 2.8060 1.5313
H 5.4597 3.6658 0.7622
H 4.3140 4.4864 3.4936
H 3.7009 5.0930 1.9596
H 5.3497 5.4665 2.4549
C 8.8494 -1.4388 8.9591
C 9.4519 -0.3402 8.0973
N 9.0612 -0.4445 6.7020
C 9.8503 0.3819 5.8044
C 9.7572 1.9054 5.9462
C 7.6258 -0.4619 6.4502
C 6.7964 0.7057 6.9936
H 9.0576 -2.4181 8.5255
H 9.2788 -1.4023 9.9612
H 7.7689 -1.3333 9.0621
H 10.5432 -0.4174 8.1209
H 9.2060 0.6363 8.5466
H 9.5784 0.1021 4.7825
H 10.8953 0.0836 5.9358
H 8.8014 2.2936 5.5944
H 10.5413 2.3763 5.3496
H 9.8933 2.2220 6.9819
H 7.2151 -1.3907 6.8525
H 7.5002 -0.5321 5.3663
H 7.0057 0.9040 8.0463
H 5.7347 0.4627 6.9165
H 6.9651 1.6237 6.4332
C -5.1032 1.1660 -5.9359
C -6.1907 0.6648 -4.9981
N -6.1313 -0.7703 -4.7851
C -7.3132 -1.3106 -4.1406
C -7.6278 -0.8738 -2.7036
C -4.8488 -1.2798 -4.2951
C -4.2837 -0.6858 -3.0074
H -5.1093 0.5920 -6.8643
H -5.2734 2.2177 -6.1730
H -4.1127 1.0844 -5.4883
H -7.1723 0.8758 -5.4367
H -6.1417 1.2481 -4.0635
H -7.2309 -2.4009 -4.1682
H -8.1698 -1.0526 -4.7757
H -6.9404 -1.3095 -1.9801
H -8.6363 -1.2010 -2.4376
H -7.5941 0.2114 -2.5927
H -4.1120 -1.1452 -5.0905
H -4.9572 -2.3616 -4.1843
H -4.3035 0.4066 -3.0042
H -3.2472 -0.9849 -2.8828
H -4.8215 -1.0388 -2.1281
C -9.8334 1.9813 -4.0647
C -11.2903 2.0978 -4.4784
N -11.4453 2.5331 -5.8591
C -12.7997 2.9266 -6.2000
C -13.8968 1.8562 -6.1586
C -10.7367 1.7316 -6.8487
C -11.0277 0.2275 -6.8941
H -9.2947 2.9059 -4.2784
H -9.7640 1.7801 -2.9948
H -9.3284 1.1620 -4.5761
H -11.7961 2.8422 -3.8562
H -11.7894 1.1371 -4.2707
H -12.7696 3.3717 -7.1989
H -13.0783 3.7325 -5.5134
H -13.8061 1.1432 -6.9774
H -14.8764 2.3315 -6.2406
H -13.8765 1.2998 -5.2202
H -9.6653 1.8638 -6.6822
H -10.9430 2.1797 -7.8245
H -10.9873 -0.2147 -5.8969
H -10.2713 -0.2723 -7.5019
H -12.0030 0.0004 -7.3230
```

Calculated values
orbital gap: 7.369 eV
LUMO energy: 1.77 eV
relative energy (zero: lowest compared OMol25 entry of this formula, charge and spin): 0.0 kJ/mol
HOMO level: -0.20584 Ha
charge: -1